1.
{"formula": "C4H10N2O", "method": "ωB97M-V/def2-TZVPD", "symbols": ["N", "C", "C", "N", "C", "C", "O", "H", "H", "H", "H", "H", "H", "H", "H", "H", "H"], "xyz": [[0.068412, -2.335894, -1.172997], [-0.532759, -2.387357, 0.158845], [-0.859698, -0.985490, 0.616968], [0.313333, -0.152217, 0.684516], [0.559410, 0.914033, -0.236127], [0.407459, 2.299563, 0.346911], [-0.055755, 3.225000, -0.260533], [0.319669, -3.270783, -1.463075], [0.899672, -1.757148, -1.189561], [-1.434503, -2.993831, 0.107343], [0.122639, -2.842524, 0.917770], [-1.514578, -0.574084, -0.162503], [-1.408690, -0.977068, 1.558670], [1.134765, -0.549838, 1.109916], [-0.066139, 0.829900, -1.137995], [1.577868, 0.835907, -0.633152], [0.782324, 2.398518, 1.391467]], "atomic_forces_ev_per_a": [[-0.26, -0.19, 0.03], [0.47, -0.08, 0.19], [-0.35, 0.24, -0.68], [0.33, 0.26, 0.56], [0.00, -0.33, -0.82], [0.03, -0.11, 0.01], [0.01, 0.16, 0.10], [0.13, 0.05, -0.15], [-0.01, -0.11, 0.12], [-0.13, 0.00, 0.02], [0.02, -0.12, -0.05], [0.01, 0.16, 0.28], [-0.06, -0.16, 0.10], [-0.17, -0.13, -0.03], [-0.06, 0.10, 0.31], [0.19, 0.20, 0.09], [-0.14, 0.06, -0.08]], "nbo_charge": [-0.841, -0.223, -0.217, -0.660, -0.331, 0.439, -0.515, 0.360, 0.354, 0.195, 0.152, 0.201, 0.188, 0.373, 0.219, 0.207, 0.098], "e_above_lowest_kcal_mol": 47.8, "smiles": "NCCNCC=O"}

---

2.
{"formula": "C7H9N", "method": "ωB97M-V/def2-TZVPD", "symbols": ["C", "N", "C", "C", "C", "C", "C", "C", "H", "H", "H", "H", "H", "H", "H", "H", "H"], "xyz": [[0.524008, -1.796929, 2.293811], [-0.402052, -0.687341, 1.711291], [-0.221171, -0.301448, 0.406563], [1.088937, 0.083132, -0.162400], [1.203060, 0.745232, -1.325689], [0.103773, 1.450642, -2.025709], [-1.125093, 1.055085, -1.437189], [-1.254688, 0.087310, -0.290438], [0.283841, -1.866802, 3.395110], [1.495120, -1.385644, 2.134070], [0.255747, -2.698435, 1.741425], [-1.263166, -0.905869, 2.023620], [2.022219, -0.226376, 0.393696], [2.111945, 0.681063, -1.817354], [0.253267, 1.984615, -2.928426], [-2.076621, 1.516964, -1.743777], [-2.180955, -0.226264, 0.068905]], "atomic_forces_ev_per_a": [[-2.44, 2.03, -0.06], [5.11, -1.72, 0.98], [4.02, 1.39, 0.69], [-0.29, -1.83, 2.50], [-2.18, 1.46, -1.61], [-0.79, -3.96, 3.91], [0.06, -0.33, 0.56], [-1.12, 3.30, -4.59], [0.40, -0.06, -1.29], [0.89, -0.53, 0.07], [0.69, -0.26, 0.30], [-3.78, -0.36, 0.49], [-1.10, 0.17, -0.94], [2.00, 0.53, -0.61], [-0.09, 0.58, -0.43], [0.47, -0.42, -0.17], [-1.85, 0.05, 0.19]], "nbo_charge": [-0.419, -0.585, 0.164, -0.257, -0.190, -0.266, -0.165, -0.278, 0.205, 0.204, 0.192, 0.362, 0.207, 0.201, 0.223, 0.204, 0.197], "e_above_lowest_kcal_mol": 47.4, "smiles": "CNc1ccccc1"}

---

3.
{"formula": "C2H3NO2S", "method": "ωB97M-V/def2-TZVPD", "symbols": ["C", "C", "N", "O", "O", "S", "H", "H", "H"], "xyz": [[0.086615, -0.905385, 0.375171], [-0.828625, -1.104229, 1.256439], [0.931926, -0.548695, -0.424204], [0.307799, 1.311234, -1.950292], [0.203117, 1.758181, 0.508336], [1.090385, 1.227896, -0.487127], [-1.876291, -1.080018, 1.018407], [-0.571665, -1.327106, 2.277165], [0.656738, 0.668123, -2.573896]], "atomic_forces_ev_per_a": [[0.21, 0.49, -0.22], [-0.68, -0.46, 0.87], [0.50, -0.01, -0.62], [-0.09, 0.57, 0.93], [-0.33, 0.52, -0.15], [0.09, -0.75, -0.61], [-0.13, -0.03, -0.30], [0.19, -0.02, 0.15], [0.23, -0.31, -0.06]], "nbo_charge": [0.419, -0.584, -0.683, -0.891, -0.896, 1.632, 0.253, 0.250, 0.501], "e_above_lowest_kcal_mol": 65.3}

---

4.
{"formula": "C65H41F15GeN7O2PSSn", "method": "ωB97M-V/def2-TZVPD", "symbols": ["Sn", "C", "C", "C", "C", "N", "C", "N", "C", "N", "C", "N", "C", "C", "C", "C", "C", "N", "C", "C", "C", "C", "C", "C", "H", "H", "H", "H", "H", "H", "H", "H", "H", "H", "H", "H", "C", "C", "C", "C", "C", "O", "C", "N", "C", "C", "C", "C", "C", "C", "P", "C", "C", "C", "C", "C", "C", "C", "C", "C", "C", "C", "C", "H", "H", "H", "H", "H", "H", "H", "H", "H", "H", "H", "H", "H", "H", "H", "H", "H", "H", "H", "H", "H", "H", "H", "H", "F", "C", "C", "C", "F", "C", "F", "C", "F", "C", "F", "Ge", "S", "C", "C", "F", "C", "F", "C", "F", "C", "F", "C", "F", "C", "C", "F", "C", "F", "C", "F", "C", "F", "C", "F", "O", "N", "C", "C", "C", "C", "C", "H", "H", "H", "H", "H"], "xyz": [[-0.112301, -0.482501, -0.081733], [0.960651, -0.776217, 4.330820], [-0.182931, -0.592802, 5.104269], [-1.397561, -0.452982, 4.475406], [-1.465253, -0.495849, 3.076732], [-0.359336, -0.638077, 2.345408], [0.818300, -0.780980, 2.963970], [-2.718151, -0.377585, 2.521055], [-3.035650, -0.390239, 1.283480], [-2.288568, -0.454968, 0.092327], [-3.195505, -0.523850, -0.965248], [-3.053458, -0.695647, -2.230592], [-1.882281, -0.798935, -2.934136], [-1.997797, -1.055449, -4.308449], [-0.882870, -1.015629, -5.105674], [0.354416, -0.715340, -4.531764], [0.402957, -0.511101, -3.176083], [-0.685379, -0.568498, -2.384784], [-4.566547, -0.409098, -0.433083], [-5.787606, -0.403587, -1.080727], [-6.922411, -0.319225, -0.284342], [-6.823895, -0.255104, 1.107399], [-5.588541, -0.267842, 1.742785], [-4.469249, -0.339278, 0.935916], [1.935477, -0.898626, 4.778151], [-0.118299, -0.566787, 6.183424], [-2.319661, -0.320800, 5.021948], [1.677087, -0.917939, 2.314199], [-2.981755, -1.264265, -4.701437], [-0.964283, -1.206397, -6.166962], [1.255805, -0.651052, -5.124216], [1.334812, -0.287816, -2.668053], [-5.847424, -0.472328, -2.157709], [-7.900394, -0.312236, -0.746261], [-7.727726, -0.203588, 1.699409], [-5.498604, -0.229954, 2.819217], [2.523402, -3.005925, -2.022081], [3.817928, -2.295889, -1.651813], [4.898743, -3.363142, -1.454815], [3.651750, -1.435278, -0.395154], [4.990517, -0.915639, 0.156595], [4.821077, 0.509396, 0.230599], [3.599082, 0.784114, -0.278587], [2.869724, -0.191581, -0.643379], [3.400273, 2.263556, -0.304728], [4.405563, 2.972516, -0.964627], [4.460621, 4.353265, -0.913051], [3.550849, 5.044165, -0.126021], [2.567659, 4.344792, 0.551676], [2.440688, 2.960083, 0.432547], [1.093494, 2.119706, 1.340215], [-0.418202, 3.144496, 1.120012], [-0.555062, 4.251872, 0.286963], [-1.780061, 4.892193, 0.157332], [-2.893037, 4.432022, 0.846913], [-2.772005, 3.324582, 1.673766], [-1.543561, 2.694039, 1.809186], [1.592422, 2.528432, 3.052175], [2.749935, 1.905138, 3.521916], [3.222685, 2.155566, 4.797324], [2.530685, 3.025317, 5.631621], [1.382473, 3.651282, 5.173899], [0.914714, 3.409560, 3.887861], [2.599131, -3.434903, -3.022425], [1.658507, -2.347481, -2.004206], [2.332526, -3.813521, -1.315144], [4.112888, -1.624981, -2.468532], [4.710132, -3.927215, -0.537998], [5.908975, -2.960166, -1.405653], [4.875363, -4.071217, -2.283042], [3.111775, -2.028546, 0.351644], [5.828842, -1.104374, -0.511783], [5.234660, -1.285678, 1.150708], [5.161682, 2.424635, -1.510850], [5.242797, 4.881741, -1.440280], [3.618642, 6.118439, -0.023346], [1.889091, 4.880631, 1.203257], [0.288778, 4.614157, -0.284534], [-1.864511, 5.752847, -0.493633], [-3.843787, 4.937268, 0.746818], [-3.627961, 2.948694, 2.219179], [-1.459944, 1.846018, 2.474621], [3.298143, 1.228703, 2.872411], [4.126357, 1.672647, 5.144834], [2.892019, 3.219393, 6.632344], [0.847287, 4.338515, 5.815427], [0.020448, 3.913534, 3.545819], [-1.365651, -6.827558, 2.857870], [-0.032915, -6.706707, 2.811938], [0.584285, -6.072150, 1.747288], [1.964658, -5.958520, 1.802410], [2.628875, -5.348985, 0.808634], [2.711396, -6.465609, 2.848618], [4.037805, -6.341742, 2.867004], [2.061713, -7.107111, 3.891624], [2.762163, -7.600474, 4.905173], [0.682781, -7.229940, 3.876909], [0.060378, -7.836988, 4.884209], [-0.384004, -5.154158, 0.321599], [0.169163, -3.082603, 0.786892], [-2.287853, -5.606355, 0.330179], [-2.610578, -6.944074, 0.175037], [-1.622332, -7.848780, 0.112028], [-3.912641, -7.396098, 0.076899], [-4.186663, -8.689478, -0.065395], [-4.943644, -6.470606, 0.125846], [-6.204370, -6.875998, 0.032149], [-4.659408, -5.123423, 0.268941], [-5.653838, -4.235972, 0.306886], [-3.339532, -4.712833, 0.368330], [-3.118540, -3.404614, 0.499491], [0.207858, -5.769477, -1.448460], [1.153479, -6.752225, -1.680836], [1.681547, -7.442171, -0.666552], [1.579917, -7.083585, -2.956201], [2.490424, -8.032679, -3.148030], [1.037575, -6.423575, -4.043262], [1.434743, -6.727770, -5.274390], [0.076322, -5.445985, -3.849608], [-0.442313, -4.816860, -4.904009], [-0.314155, -5.134184, -2.560127], [-1.230428, -4.160896, -2.400591], [0.226948, 1.580955, -1.143351], [-0.442105, 2.168404, -2.108139], [0.244159, 2.694052, -3.137396], [-0.423531, 3.317256, -4.166467], [-1.809235, 3.395505, -4.138783], [-2.486702, 2.864191, -3.053838], [-1.779043, 2.263541, -2.035777], [1.316024, 2.577254, -3.072983], [0.149433, 3.731085, -4.983440], [-2.349328, 3.867620, -4.946293], [-3.562977, 2.912594, -2.977285], [-2.221924, 1.842317, -1.144585]], "atomic_forces_ev_per_a": [[-0.44, -0.61, 0.16], [-0.07, -0.03, -0.01], [0.07, -0.01, -0.02], [-0.06, -0.03, -0.02], [0.08, -0.03, 0.05], [0.10, 0.30, -0.06], [0.07, -0.10, 0.01], [-0.07, -0.03, -0.04], [-0.05, 0.01, 0.08], [0.15, 0.18, -0.05], [-0.08, -0.20, 0.00], [-0.05, -0.07, 0.00], [-0.01, 0.09, 0.02], [-0.04, -0.02, -0.02], [0.07, -0.04, -0.03], [-0.04, -0.01, 0.02], [0.09, -0.14, -0.02], [0.19, -0.46, 0.04], [0.07, -0.01, 0.01], [-0.05, 0.00, 0.01], [0.04, 0.00, -0.01], [0.03, -0.01, 0.00], [-0.06, 0.02, 0.00], [0.04, 0.05, -0.02], [0.01, 0.00, 0.00], [0.00, 0.01, 0.02], [0.00, 0.00, 0.00], [0.02, 0.06, -0.01], [-0.01, 0.03, 0.01], [0.00, -0.01, -0.03], [0.01, -0.02, 0.01], [0.02, 0.04, 0.01], [0.00, -0.01, -0.02], [-0.01, 0.00, 0.00], [-0.01, 0.01, 0.00], [0.01, 0.00, 0.02], [-0.04, 0.01, -0.05], [0.00, -0.04, -0.05], [0.00, 0.03, 0.01], [-0.02, 0.00, 0.02], [0.05, -0.04, -0.01], [-0.04, 0.01, 0.09], [-0.03, 0.12, 0.16], [0.05, -0.06, -0.10], [0.01, -0.04, -0.09], [-0.03, 0.02, -0.10], [0.01, -0.03, 0.04], [-0.02, -0.04, 0.02], [0.04, 0.05, -0.04], [-0.11, 0.07, 0.04], [-0.17, 0.06, -0.02], [0.15, 0.01, 0.02], [0.03, -0.06, -0.10], [-0.05, -0.01, -0.03], [0.03, 0.01, 0.01], [0.01, -0.02, -0.01], [-0.01, 0.00, 0.00], [0.06, -0.03, 0.00], [0.04, 0.04, -0.04], [-0.02, 0.00, 0.01], [0.00, 0.00, 0.00], [-0.01, -0.01, 0.01], [-0.03, -0.05, 0.03], [0.00, -0.05, -0.04], [-0.03, 0.01, 0.04], [-0.05, -0.02, 0.02], [0.04, 0.01, 0.02], [-0.02, -0.03, 0.01], [0.01, 0.01, 0.01], [0.00, -0.01, -0.02], [0.01, -0.02, 0.00], [-0.01, -0.02, 0.02], [0.00, 0.01, -0.01], [0.02, -0.01, 0.01], [0.00, 0.01, -0.02], [0.01, 0.03, 0.00], [0.01, 0.01, 0.00], [-0.03, 0.00, -0.01], [0.00, 0.02, 0.00], [-0.03, 0.01, -0.01], [-0.01, -0.01, 0.01], [-0.01, 0.01, 0.03], [0.01, -0.02, 0.00], [0.02, 0.00, 0.00], [0.01, 0.01, 0.02], [-0.01, 0.01, 0.01], [0.00, 0.00, 0.00], [0.02, 0.02, -0.01], [0.07, -0.03, 0.06], [-0.05, 0.05, 0.09], [0.04, -0.11, 0.08], [-0.02, 0.05, 0.01], [-0.03, 0.02, -0.04], [-0.02, 0.00, -0.01], [0.00, -0.03, 0.03], [-0.03, 0.03, -0.05], [0.02, 0.00, -0.01], [0.02, 0.02, -0.04], [0.04, 0.23, -0.29], [0.00, 0.24, -0.03], [0.05, -0.06, -0.09], [-0.11, -0.01, -0.02], [0.04, -0.02, 0.01], [0.03, 0.00, 0.01], [0.02, 0.03, 0.00], [-0.07, 0.01, -0.01], [0.08, 0.02, 0.00], [0.01, -0.02, 0.01], [0.05, 0.00, 0.00], [-0.14, -0.12, 0.02], [0.05, 0.28, 0.00], [0.09, 0.12, 0.06], [-0.03, -0.07, -0.03], [0.01, -0.04, 0.01], [0.01, -0.03, 0.03], [0.01, 0.00, 0.02], [0.01, 0.01, -0.11], [-0.04, 0.02, 0.09], [0.01, 0.02, 0.04], [-0.05, 0.09, 0.00], [0.03, 0.02, -0.14], [0.02, 0.02, 0.02], [0.24, 0.11, 0.28], [-0.20, 0.19, 0.08], [0.05, -0.01, -0.09], [0.00, 0.02, -0.01], [0.01, -0.02, 0.04], [-0.01, 0.03, 0.00], [-0.04, 0.04, 0.00], [-0.01, -0.01, 0.02], [0.00, 0.00, -0.01], [-0.01, 0.02, -0.02], [-0.01, -0.01, 0.00], [0.02, 0.06, 0.00]], "mulliken_spin": [-0.004, 0.003, -0.001, 0.003, -0.005, 0.049, 0.022, 0.000, 0.001, 0.052, -0.001, -0.002, -0.005, 0.001, 0.001, -0.007, 0.026, 0.078, 0.002, 0.001, 0.000, 0.000, -0.001, 0.000, 0.000, 0.000, 0.001, -0.003, 0.000, 0.000, 0.000, -0.013, 0.000, 0.000, 0.000, 0.000, 0.007, -0.003, 0.000, 0.019, -0.003, 0.005, -0.009, -0.003, 0.060, 0.003, -0.001, 0.001, 0.003, -0.023, 0.150, 0.001, 0.000, -0.002, 0.002, 0.000, 0.023, -0.002, 0.020, -0.003, 0.006, -0.003, 0.010, 0.000, -0.003, 0.002, 0.000, 0.000, 0.000, 0.000, -0.002, 0.000, 0.001, 0.000, 0.000, 0.000, 0.001, 0.000, 0.000, 0.000, 0.000, 0.004, 0.003, 0.000, 0.000, 0.000, 0.001, 0.001, 0.013, 0.023, -0.001, -0.001, -0.005, 0.000, 0.006, 0.001, 0.000, 0.000, -0.013, 0.374, -0.011, 0.007, 0.000, 0.000, 0.000, 0.000, 0.000, -0.001, 0.000, -0.003, -0.001, -0.007, 0.001, 0.000, 0.000, 0.000, -0.001, 0.000, 0.000, 0.000, 0.002, 0.002, 0.138, -0.003, 0.007, -0.003, 0.009, -0.005, 0.006, 0.001, 0.000, 0.000, 0.000, -0.001], "e_above_lowest_kcal_mol": 5.3, "multiplicity": 2, "charge": 1}

---

What did the first record say?
{"formula": "C4H10N2O", "method": "ωB97M-V/def2-TZVPD", "symbols": ["N", "C", "C", "N", "C", "C", "O", "H", "H", "H", "H", "H", "H", "H", "H", "H", "H"], "xyz": [[0.068412, -2.335894, -1.172997], [-0.532759, -2.387357, 0.158845], [-0.859698, -0.985490, 0.616968], [0.313333, -0.152217, 0.684516], [0.559410, 0.914033, -0.236127], [0.407459, 2.299563, 0.346911], [-0.055755, 3.225000, -0.260533], [0.319669, -3.270783, -1.463075], [0.899672, -1.757148, -1.189561], [-1.434503, -2.993831, 0.107343], [0.122639, -2.842524, 0.917770], [-1.514578, -0.574084, -0.162503], [-1.408690, -0.977068, 1.558670], [1.134765, -0.549838, 1.109916], [-0.066139, 0.829900, -1.137995], [1.577868, 0.835907, -0.633152], [0.782324, 2.398518, 1.391467]], "atomic_forces_ev_per_a": [[-0.26, -0.19, 0.03], [0.47, -0.08, 0.19], [-0.35, 0.24, -0.68], [0.33, 0.26, 0.56], [0.00, -0.33, -0.82], [0.03, -0.11, 0.01], [0.01, 0.16, 0.10], [0.13, 0.05, -0.15], [-0.01, -0.11, 0.12], [-0.13, 0.00, 0.02], [0.02, -0.12, -0.05], [0.01, 0.16, 0.28], [-0.06, -0.16, 0.10], [-0.17, -0.13, -0.03], [-0.06, 0.10, 0.31], [0.19, 0.20, 0.09], [-0.14, 0.06, -0.08]], "nbo_charge": [-0.841, -0.223, -0.217, -0.660, -0.331, 0.439, -0.515, 0.360, 0.354, 0.195, 0.152, 0.201, 0.188, 0.373, 0.219, 0.207, 0.098], "e_above_lowest_kcal_mol": 47.8, "smiles": "NCCNCC=O"}